{
  "formula": "C22H66O11S7",
  "method": "ωB97M-V/def2-TZVPD",
  "e_tot_ev": -122234.2760,
  "de_lowest_kcal_mol": 0.0,
  "charge": 0,
  "gap_ev": 7.9,
  "species": ["S", "S", "S", "S", "S", "S", "S", "O", "O", "O", "O", "O", "O", "O", "O", "O", "O", "O", "C", "C", "C", "C", "C", "C", "C", "C", "C", "C", "C", "C", "C", "C", "C", "C", "C", "C", "C", "C", "C", "C", "H", "H", "H", "H", "H", "H", "H", "H", "H", "H", "H", "H", "H", "H", "H", "H", "H", "H", "H", "H", "H", "H", "H", "H", "H", "H", "H", "H", "H", "H", "H", "H", "H", "H", "H", "H", "H", "H", "H", "H", "H", "H", "H", "H", "H", "H", "H", "H", "H", "H", "H", "H", "H", "H", "H", "H", "H", "H", "H", "H", "H", "H", "H", "H", "H", "H"],
  "positions_angstrom": [[27.72334, -28.63718, 12.18160], [23.70355, -24.22091, 15.76327], [25.57443, -33.09253, 18.36820], [27.61429, -28.91513, 15.63486], [24.52015, -30.02958, 20.34979], [26.87146, -23.20760, 12.61883], [30.92511, -30.37003, 16.70899], [31.93206, -26.69374, 16.78432], [26.88517, -28.01236, 13.25472], [25.13910, -24.20565, 16.25837], [24.71918, -32.74635, 19.56790], [27.85058, -29.92615, 16.72598], [25.61272, -22.34916, 12.87952], [23.81718, -29.14391, 21.34994], [28.65579, -30.02115, 19.12126], [24.06430, -27.90766, 13.71771], [30.58589, -30.75380, 15.20478], [27.58340, -24.44595, 17.39714], [28.80967, -27.56586, 15.77157], [26.50084, -25.09385, 19.44783], [29.91864, -28.95473, 20.79606], [23.31580, -25.96801, 15.78762], [25.31609, -28.71776, 19.39255], [29.04855, -28.69638, 19.46853], [21.79245, -28.04899, 13.48680], [26.26685, -27.87334, 16.13347], [25.91388, -30.76930, 21.15943], [28.02520, -23.04050, 13.93618], [27.30939, -30.30107, 12.49881], [26.44094, -24.91767, 12.74652], [29.43134, -28.57854, 12.61250], [22.61399, -23.96681, 17.21012], [31.98367, -25.38978, 16.24941], [25.48496, -31.70420, 17.27605], [32.56109, -29.63432, 16.45199], [30.66475, -24.62888, 16.45944], [31.34513, -31.90397, 17.47728], [27.26767, -32.94306, 18.84289], [23.15291, -27.81963, 12.79105], [27.49918, -24.14411, 18.70125], [28.68314, -26.88709, 14.89293], [30.22357, -24.92914, 17.44259], [23.24070, -28.57769, 12.04833], [27.94802, -33.12364, 17.99672], [26.40378, -30.04078, 21.68516], [29.32856, -27.44560, 12.48866], [25.70783, -25.19361, 18.99037], [27.49749, -23.34000, 14.78998], [24.60057, -28.30747, 18.61542], [26.06612, -24.97075, 13.88224], [32.75721, -24.64275, 16.68363], [23.47960, -26.47762, 16.78951], [27.45705, -31.81798, 19.17637], [27.53945, -33.80136, 19.34384], [26.27115, -31.77930, 16.49368], [26.36434, -30.52973, 12.15481], [32.83217, -27.22609, 16.60914], [22.98461, -24.41471, 17.98303], [25.72268, -31.69599, 21.90921], [25.67054, -27.81559, 19.89393], [29.46740, -28.91207, 13.64083], [21.68799, -27.41675, 14.28163], [27.55025, -30.55128, 13.58761], [26.12983, -24.74038, 20.48390], [32.11167, -32.60478, 16.95349], [28.87043, -23.62663, 13.57979], [25.74042, -30.88962, 17.85775], [32.28746, -28.65059, 16.14517], [33.04496, -30.22827, 15.72634], [25.79186, -25.28995, 11.89407], [27.13681, -23.09415, 18.81790], [22.29930, -26.10317, 15.51007], [32.19259, -25.34702, 15.11023], [23.97727, -26.37461, 14.94954], [28.50378, -22.05530, 14.13968], [29.61246, -28.02105, 18.77752], [21.49769, -24.18593, 16.90289], [26.88615, -26.24666, 19.44478], [27.27561, -25.57026, 12.51649], [30.53893, -32.48351, 17.72122], [28.57542, -24.21298, 19.01864], [30.43482, -27.91272, 21.26986], [30.66774, -29.67148, 20.54009], [30.72302, -23.74921, 15.88391], [28.17908, -29.84699, 18.43345], [31.85819, -31.81433, 18.48040], [28.85634, -27.10091, 16.53730], [21.59670, -29.14362, 13.70834], [30.20202, -29.20331, 11.89977], [27.97509, -30.89715, 11.87593], [25.92459, -27.29497, 15.33347], [28.12922, -28.25020, 19.76082], [26.73540, -31.13547, 20.30006], [22.96179, -26.88584, 12.16814], [29.92592, -25.10409, 15.78564], [29.75707, -28.19543, 15.55697], [26.89826, -24.36257, 16.59628], [25.61235, -28.44866, 16.24278], [20.95751, -27.80217, 12.84995], [22.72788, -22.95067, 17.61657], [24.87760, -27.49159, 13.48304], [29.28270, -29.36545, 21.46957], [26.17258, -28.90172, 18.87371], [24.48880, -31.67085, 16.70261], [33.08019, -29.66602, 17.45721], [26.35192, -27.41075, 17.06272]]
}